Molecular formula: C4H12
Method: DFT, the ωB97M-V functional and the def2-TZVPD basis

Values from the calculation:
spin multiplicity = 1
ΔE to the lowest compared entry with this formula, charge and spin = 32.9 kcal per mole
M = 60.14 g/mol
F_max = 5.7 eV/A
SMILES = CC.CC
gap between HOMO and LUMO = 12.50 eV

```
16
Properties=species:S:1:pos:R:3:forces:R:3:lowdin_charge:R:1
C 1.40342 0.02093 2.48377 -4.998 0.016 -2.459 -0.13
C 0.92258 0.87969 1.18440 0.219 -4.684 -1.293 -0.15
H 0.83344 0.59281 3.23613 0.705 -0.924 0.457 0.06
H 1.00787 -1.03931 2.36335 0.526 1.311 0.495 0.08
H 2.41688 0.00278 2.59615 2.634 0.231 0.474 0.01
H 0.91679 1.84199 1.54142 0.265 2.589 -0.153 0.01
H -0.12716 0.59259 0.83181 1.232 0.368 0.956 0.06
H 1.54343 0.60342 0.25136 -0.563 1.095 1.564 0.08
C -1.70685 -0.65955 -1.33066 4.210 -2.783 -2.672 -0.16
C -0.56441 -0.14554 -2.24104 -0.436 1.557 -0.200 -0.16
H -2.48276 -0.93345 -1.96646 -1.435 -1.071 -0.915 0.04
H -1.17119 -1.51323 -0.89302 -1.160 -0.130 0.507 0.08
H -2.08422 -0.06507 -0.64576 -1.416 3.198 3.394 0.00
H -1.04935 0.33757 -3.15885 1.207 -0.179 1.246 0.08
H 0.18169 0.52215 -1.67420 -1.204 -0.809 -1.168 0.06
H -0.04016 -1.03777 -2.57840 0.214 0.215 -0.230 0.05
```
Forces are in eV/Å.